The following is a DFT calculation (ωB97M-V/def2-TZVPD) of a cluster of 12 separate species, C47H125N7O19 in total in a non-equilibrium geometry.

Results
Spin multiplicity: 1
Largest force on an atom (eV Å⁻¹): 2.71
Net charge: 0
HOMO-LUMO gap (eV): 8.59
SMILES string: COCCNCCOC.COCCNCCOC.COCCNCCOC.COCCNCCOC.COCCNCCOC.COCCNCCOC.COCCNCCOC.CO.CO.CO.CO.CO
E_tot (eV): -100084.531
Energy relative to the best compared isomer or geometry (same formula, charge and spin) (eV): 0.713

Geometry (Å):
1 C -10.09382 -4.00085 13.13190
2 O -8.93376 -4.14331 13.91900
3 C -8.15192 -5.25121 13.54015
4 C -7.37605 -5.01251 12.23352
5 N -6.20178 -4.13702 12.48625
6 C -5.07007 -4.81586 13.12341
7 C -4.14930 -3.75291 13.69388
8 O -4.82941 -2.93041 14.63185
9 C -5.04194 -3.56779 15.87284
10 H -10.81489 -4.78691 13.37731
11 H -9.98009 -3.91964 12.04867
12 H -10.60004 -3.07745 13.41767
13 H -8.73742 -6.17798 13.45379
14 H -7.46070 -5.45673 14.35782
15 H -7.98760 -4.48380 11.50166
16 H -6.93772 -5.90945 11.79113
17 H -6.56735 -3.46442 13.15757
18 H -4.48223 -5.34608 12.36622
19 H -5.35727 -5.59296 13.84078
20 H -3.71310 -3.16929 12.88563
21 H -3.30478 -4.22166 14.21561
22 H -5.03324 -4.65948 15.88727
23 H -5.91923 -3.12627 16.33789
24 H -4.22003 -3.34104 16.56786
25 C -10.03628 -2.02334 9.80480
26 O -11.29856 -2.28331 9.23258
27 C -11.17761 -2.66861 7.87736
28 C -12.53394 -2.78035 7.19345
29 N -13.23356 -1.55983 6.84309
30 C -13.32720 -0.61130 7.94866
31 C -14.29945 0.51364 7.63434
32 O -15.32964 0.07424 6.79337
33 C -16.33877 1.02679 6.60055
34 H -9.28831 -1.51244 9.18641
35 H -9.50462 -2.96474 10.01535
36 H -10.25639 -1.47228 10.71870
37 H -10.79168 -3.69696 7.87991
38 H -10.51742 -2.06628 7.24379
39 H -13.19645 -3.48460 7.71603
40 H -12.32800 -3.27658 6.23796
41 H -14.11523 -1.50393 6.35647
42 H -12.33590 -0.22614 8.19861
43 H -13.62716 -1.08989 8.89642
44 H -13.67393 1.31169 7.21119
45 H -14.71664 0.91073 8.56536
46 H -17.18797 0.74576 5.97801
47 H -15.89991 1.90132 6.10796
48 H -16.78343 1.29743 7.56677
49 C -1.62851 -0.10839 6.67124
50 O -2.86846 0.32755 7.14607
51 C -2.94663 1.71900 7.32453
52 C -4.34890 2.23040 7.65844
53 N -5.25322 1.81049 6.58054
54 C -6.64739 2.10798 6.86383
55 C -7.38746 1.21606 7.88316
56 O -7.48938 -0.16417 7.64442
57 C -6.33036 -0.92690 7.83930
58 H -0.82907 0.05182 7.40276
59 H -1.31552 0.42324 5.76027
60 H -1.73628 -1.14298 6.35070
61 H -2.64407 2.26256 6.42441
62 H -2.32240 1.96287 8.19579
63 H -4.20785 3.31208 7.58415
64 H -4.68909 1.97601 8.66643
65 H -5.10867 0.81252 6.48201
66 H -7.25022 2.03669 5.94775
67 H -6.74731 3.17782 7.06309
68 H -8.38542 1.65763 7.90097
69 H -6.92534 1.39756 8.86067
70 H -5.74234 -0.92962 6.91356
71 H -6.58226 -1.98191 7.98718
72 H -5.60259 -0.78343 8.64732
73 C -18.92006 2.28198 9.75646
74 O -18.67918 3.39858 8.92584
75 C -19.34150 4.56308 9.33781
76 C -19.32660 5.62480 8.23067
77 N -19.98405 6.85380 8.65500
78 C -20.22770 7.72497 7.47942
79 C -20.20024 9.17753 7.96182
80 O -18.97975 9.56095 8.58815
81 C -17.79724 9.16439 7.94307
82 H -19.95895 1.97453 9.61726
83 H -18.80601 2.49799 10.82708
84 H -18.14082 1.54311 9.58740
85 H -18.90004 5.07679 10.20615
86 H -20.35770 4.25768 9.61768
87 H -19.83661 5.14121 7.39250
88 H -18.26746 5.73093 7.96093
89 H -19.26988 7.31035 9.21689
90 H -21.21482 7.46147 7.10075
91 H -19.47963 7.56510 6.69736
92 H -20.95007 9.36167 8.72407
93 H -20.34007 9.80298 7.07447
94 H -17.83215 9.31904 6.86242
95 H -17.60844 8.11182 8.21158
96 H -16.87962 9.60405 8.33949
97 C -10.30999 -6.57350 6.42014
98 O -11.03823 -6.19320 7.57270
99 C -10.43284 -6.63945 8.78775
100 C -11.34742 -6.22863 9.94777
101 N -12.36228 -7.26715 10.20374
102 C -12.82030 -7.13668 11.57479
103 C -11.91820 -7.68978 12.70165
104 O -12.61194 -7.79543 13.90986
105 C -11.68865 -7.99866 14.96280
106 H -9.31778 -6.11088 6.50306
107 H -10.74610 -6.27213 5.47065
108 H -10.22880 -7.66652 6.44146
109 H -9.47224 -6.11554 8.86821
110 H -10.22381 -7.70916 8.74243
111 H -11.87263 -5.29004 9.75423
112 H -10.68741 -6.15282 10.80938
113 H -13.14875 -7.19558 9.57643
114 H -13.77226 -7.63453 11.79212
115 H -13.06336 -6.09121 11.81453
116 H -11.03811 -7.02927 12.73572
117 H -11.40012 -8.58796 12.33497
118 H -10.88649 -7.25905 15.00088
119 H -11.30443 -9.02069 14.99148
120 H -12.23683 -7.87636 15.89959
121 C -14.08828 -2.90049 3.28962
122 O -13.64758 -3.01487 1.94341
123 C -13.21051 -4.32002 1.61432
124 C -14.35273 -5.31807 1.35170
125 N -15.22323 -5.04962 0.23282
126 C -14.59801 -4.68313 -1.03801
127 C -15.50536 -4.26991 -2.19000
128 O -16.67658 -5.00016 -2.44044
129 C -16.60240 -6.41418 -2.22081
130 H -14.14665 -1.84359 3.57382
131 H -13.49395 -3.35058 4.08346
132 H -15.15873 -3.11438 3.22087
133 H -12.63653 -4.71955 2.45656
134 H -12.61461 -4.24486 0.70532
135 H -14.96385 -5.27818 2.25747
136 H -13.87464 -6.30207 1.33677
137 H -15.88332 -4.31341 0.45822
138 H -14.11702 -5.63033 -1.33668
139 H -13.70927 -4.04339 -0.99321
140 H -14.95133 -4.14647 -3.12977
141 H -15.79324 -3.22139 -2.03863
142 H -17.54533 -6.75992 -2.62552
143 H -16.38971 -6.60439 -1.16740
144 H -15.74205 -6.85920 -2.73391
145 C -17.37264 0.96190 1.75957
146 O -16.25819 1.40431 2.52716
147 C -15.03017 0.90073 2.05800
148 C -13.93926 1.45482 2.93456
149 N -13.94777 2.90775 3.04389
150 C -13.19047 3.41896 4.16846
151 C -13.88752 4.65573 4.73331
152 O -15.06633 4.20462 5.39591
153 C -15.82667 5.29544 5.84694
154 H -17.22231 1.09207 0.68830
155 H -18.24635 1.50057 2.11933
156 H -17.51924 -0.08782 2.03819
157 H -14.92291 1.00685 0.96743
158 H -15.04351 -0.20295 2.10891
159 H -12.99310 1.01096 2.60746
160 H -14.06448 1.03315 3.94403
161 H -14.90075 3.22918 2.96332
162 H -12.19854 3.68210 3.79303
163 H -13.08491 2.71596 5.00301
164 H -14.05444 5.38690 3.93417
165 H -13.33493 5.15335 5.53998
166 H -16.63102 4.96759 6.50319
167 H -16.25186 5.83911 4.99483
168 H -15.23722 6.02958 6.41262
169 C -17.41812 -1.87681 5.18171
170 O -18.42042 -1.65365 6.17130
171 H -17.54341 -1.25289 4.29867
172 H -16.40701 -1.73770 5.58344
173 H -17.32403 -2.93393 4.92576
174 H -18.55252 -0.70422 6.22731
175 C -14.73628 -5.82506 6.45924
176 O -15.86090 -5.29385 5.75545
177 H -13.89149 -6.12100 5.84391
178 H -14.44421 -5.07094 7.19755
179 H -15.02256 -6.70310 7.04943
180 H -16.43527 -4.98119 6.46814
181 C -16.78939 -2.91889 8.66487
182 O -17.60650 -3.68586 7.76908
183 H -17.18199 -1.90831 8.79046
184 H -16.95180 -3.38992 9.63846
185 H -15.71979 -2.90905 8.45176
186 H -17.98189 -3.00434 7.17421
187 C -11.89548 1.90506 10.11765
188 O -12.42407 0.75699 10.79246
189 H -12.27621 1.98721 9.09483
190 H -12.27266 2.75758 10.68441
191 H -10.80802 1.93595 10.03972
192 H -11.68390 0.14133 10.81447
193 C -14.31840 -2.60101 11.77034
194 O -13.73048 -3.61646 12.57581
195 H -15.30300 -2.93083 11.42288
196 H -14.45659 -1.67960 12.34698
197 H -13.73380 -2.31068 10.89860
198 H -14.38866 -3.80958 13.24842